{"formula": "C36H33BCl2N12O7SW", "method": "the ωB97M-V functional and the def2-TZVPD basis", "species": ["W", "C", "C", "C", "C", "C", "C", "C", "S", "O", "O", "N", "C", "C", "O", "O", "H", "H", "H", "H", "H", "H", "H", "H", "H", "N", "C", "N", "N", "N", "N", "C", "N", "N", "N", "N", "H", "Cl", "C", "C", "C", "Cl", "C", "C", "C", "C", "N", "C", "C", "O", "H", "H", "H", "H", "C", "C", "C", "C", "C", "C", "C", "C", "O", "B", "O", "C", "C", "H", "H", "H", "H", "H", "H", "H", "H", "H", "H", "H", "H", "C", "C", "C", "C", "N", "C", "C", "H", "H", "H", "H", "H", "H", "H"], "coordinates": [[0.424, -0.924, 1.375], [-2.358, 5.987, 3.469], [-2.532, 4.578, 2.980], [-3.046, 3.590, 3.818], [-3.146, 2.278, 3.393], [-2.715, 1.957, 2.114], [-2.224, 2.924, 1.246], [-2.145, 4.230, 1.688], [-2.704, 0.285, 1.619], [-2.473, 0.205, 0.180], [-3.853, -0.385, 2.146], [-1.351, -0.416, 2.245], [-1.517, -0.730, 3.676], [-0.675, -1.939, 3.960], [-0.736, -2.579, 4.975], [0.182, -2.164, 2.976], [-3.019, 6.202, 4.308], [-2.557, 6.707, 2.676], [-1.329, 6.139, 3.802], [-3.368, 3.852, 4.818], [-3.554, 1.516, 4.044], [-1.889, 2.650, 0.257], [-1.747, 4.989, 1.026], [-2.549, -0.921, 3.961], [-1.131, 0.104, 4.276], [2.097, 1.821, -0.471], [2.073, 0.575, -1.030], [2.674, 0.253, -2.149], [2.447, -1.075, -2.288], [1.756, -1.534, -1.325], [1.494, -0.500, -0.457], [1.456, 2.101, 0.699], [1.544, 3.245, 1.346], [0.881, 3.032, 2.501], [0.393, 1.852, 2.546], [0.734, 1.215, 1.388], [2.616, 2.548, -0.934], [4.099, -4.331, 1.104], [2.471, -4.571, 0.593], [2.081, -5.812, 0.056], [0.792, -6.016, -0.350], [0.329, -7.561, -0.987], [-0.177, -4.986, -0.243], [-1.538, -5.099, -0.590], [-2.367, -4.026, -0.390], [-1.850, -2.828, 0.110], [-0.576, -2.671, 0.416], [0.249, -3.756, 0.278], [1.568, -3.542, 0.711], [1.854, -2.345, 1.183], [2.814, -6.602, -0.027], [-1.911, -6.029, -0.997], [-3.421, -4.069, -0.621], [-2.513, -1.985, 0.249], [-1.489, -1.190, -6.710], [-1.174, 0.282, -6.443], [-2.303, 1.129, -7.044], [0.148, 0.623, -7.146], [-1.045, 0.584, -4.948], [-0.753, 1.887, -4.541], [-0.590, 2.241, -3.203], [-0.737, 1.235, -2.278], [-0.588, 1.291, -0.916], [-0.868, -0.019, -0.434], [-1.105, -0.861, -1.554], [-1.037, -0.055, -2.659], [-1.192, -0.414, -3.979], [-1.573, -1.353, -7.785], [-2.434, -1.489, -6.253], [-0.699, -1.845, -6.336], [-2.403, 0.920, -8.112], [-2.111, 2.196, -6.928], [-3.255, 0.905, -6.559], [0.074, 0.405, -8.214], [0.968, 0.036, -6.730], [0.400, 1.678, -7.035], [-0.635, 2.659, -5.290], [-0.348, 3.253, -2.907], [-1.403, -1.441, -4.235], [5.611, 0.563, 5.192], [4.412, 0.260, 4.346], [4.509, 0.122, 2.965], [3.389, -0.183, 2.224], [2.184, -0.349, 2.781], [2.076, -0.221, 4.103], [3.154, 0.080, 4.909], [6.405, 1.019, 4.604], [6.001, -0.358, 5.629], [5.352, 1.233, 6.012], [5.456, 0.243, 2.457], [3.453, -0.320, 1.153], [1.096, -0.357, 4.537], [3.000, 0.172, 5.976]], "forces_ev_per_angstrom": [[0.4, -0.5, 0.0], [0.0, 0.0, 0.0], [0.0, 0.0, 0.0], [0.0, 0.0, 0.0], [0.0, -0.1, 0.1], [0.0, 0.0, -0.3], [0.0, 0.0, 0.1], [0.0, 0.0, 0.0], [0.4, -0.2, 1.2], [-0.1, 0.1, -0.6], [-0.1, 0.1, -0.2], [-0.2, 0.1, 0.1], [0.0, 0.3, -0.1], [0.1, -0.2, -0.1], [0.0, 0.0, 0.0], [0.0, 0.3, 0.0], [0.0, 0.0, 0.0], [0.0, 0.0, 0.0], [0.0, 0.0, 0.0], [0.0, 0.0, 0.0], [0.0, 0.0, 0.0], [0.0, 0.0, -0.1], [0.0, 0.0, 0.0], [0.0, 0.0, -0.1], [-0.1, 0.0, 0.0], [0.0, 0.0, 0.0], [0.0, 0.0, 0.0], [0.1, 0.0, 0.1], [-0.2, 0.0, -0.1], [0.2, 0.1, 0.0], [0.1, -0.1, 0.1], [0.1, -0.1, 0.0], [0.1, 0.0, 0.1], [-0.2, 0.1, -0.1], [0.2, -0.1, 0.0], [-0.2, -0.1, 0.2], [0.0, 0.0, 0.0], [0.0, 0.0, 0.0], [0.0, 0.0, 0.0], [-0.2, 0.0, 0.0], [0.1, 0.0, 0.0], [0.0, 0.0, 0.0], [-0.1, -0.1, 0.0], [0.0, 0.2, 0.0], [0.1, -0.2, -0.1], [-0.2, 0.2, 0.1], [0.1, 0.0, 0.1], [0.1, 0.1, 0.0], [0.2, 0.2, 0.1], [-0.3, -0.1, -0.1], [0.0, 0.0, 0.0], [0.0, 0.0, 0.0], [0.0, 0.0, 0.0], [0.2, -0.2, -0.1], [0.0, 0.0, 0.0], [0.0, 0.0, 0.0], [0.0, 0.0, 0.0], [0.0, 0.0, 0.0], [0.0, 0.0, 0.0], [0.0, 0.0, 0.0], [0.0, -0.1, 0.0], [0.0, 0.1, 0.0], [0.0, 0.2, 0.0], [-0.5, 0.2, -0.2], [0.0, -0.2, 0.0], [0.0, -0.1, -0.1], [0.0, 0.0, 0.0], [0.0, 0.0, 0.0], [0.0, 0.0, 0.0], [0.0, 0.0, 0.0], [0.0, 0.0, 0.0], [0.0, 0.0, 0.0], [0.0, 0.0, 0.0], [0.0, 0.0, 0.0], [0.0, 0.0, 0.0], [0.0, 0.0, 0.0], [0.0, 0.0, 0.0], [0.0, 0.0, 0.0], [0.0, 0.0, 0.0], [0.0, 0.0, 0.0], [0.0, 0.0, 0.0], [0.0, 0.0, 0.0], [0.0, 0.0, 0.0], [0.0, -0.1, -0.2], [-0.1, 0.0, 0.1], [0.0, 0.0, 0.0], [0.0, 0.0, 0.0], [0.0, 0.0, 0.0], [0.0, 0.0, 0.0], [0.0, 0.0, 0.0], [0.0, 0.0, 0.0], [0.1, 0.0, 0.0], [0.0, 0.0, 0.0]], "mulliken_charge": [2.506, -1.527, 1.080, -0.941, -0.705, 0.062, -0.343, -0.793, 1.862, -0.474, -0.831, -0.498, -0.396, 0.005, -0.675, -0.897, 0.388, 0.379, 0.302, 0.370, 0.532, 0.547, 0.403, 0.811, 0.299, 0.225, -0.273, -0.586, -0.937, -0.449, 0.991, -0.091, -0.691, -1.013, -0.331, 1.989, 0.354, -0.231, 0.643, -0.539, 0.750, -0.268, 0.414, -1.018, -1.354, 0.381, 0.345, 0.076, -0.697, -0.637, 0.494, 0.506, 0.555, 0.195, -2.045, 1.838, -1.622, -1.637, 0.657, -0.608, -2.221, 0.820, -0.445, 1.920, -0.482, -0.439, -0.593, 0.426, 0.391, 0.399, 0.449, 0.305, 0.369, 0.444, 0.385, 0.325, 0.411, 0.551, 0.569, -1.521, 1.261, -1.275, -0.307, 0.056, -0.150, -1.066, 0.383, 0.295, 0.394, 0.421, 0.385, 0.232, 0.456], "charge": 0, "homo_ha": -0.2920, "largest_force_ev_per_a": 1.26, "total_energy_ha": -3986.08671, "de_lowest_kcal_mol": 0.00}